# C44H41Cl2N4OS3V

A molecular structure, C44H41Cl2N4OS3V (the ωB97M-V functional and the def2-TZVPD basis, OMol25).

Its total energy is -137543.461 eV. The net charge is -1. As for the spin multiplicity: 2. Its LUMO energy (spin up / spin down) is 2.2220 / 2.2215 eV. Its gap between HOMO and LUMO (spin up / spin down) is 5.73 / 5.74 eV. For the relative energy (zero: lowest compared OMol25 entry of this formula, charge and spin), the calculation gives 0.0 kcal/mol.

```
96
Properties=species:S:1:pos:R:3:forces:R:3
V -0.240390 -0.761950 -1.550383 0.17 -0.01 0.18
Cl 2.796058 -2.496372 -3.425488 0.12 0.06 0.05
Cl -1.466398 -4.458509 -0.748051 -0.03 0.00 0.03
S -3.057535 2.174129 -2.057987 0.04 0.05 0.14
S -0.227671 -0.239419 0.741255 -0.01 0.05 0.02
S 1.536572 0.817896 -1.715322 0.10 0.08 0.09
O -1.609100 1.822114 -2.144705 0.02 0.08 -0.33
N 0.320541 -2.306696 -1.771010 0.12 -0.39 0.01
N -0.502294 -0.322165 -3.639584 -0.07 0.04 -0.10
N 3.084420 2.062411 0.132439 -0.09 -0.11 0.11
N 1.576237 0.943356 2.345927 -0.17 0.16 0.18
C 1.533576 -6.204824 -2.701036 0.03 -0.02 -0.03
C 0.384823 -5.988620 -1.955859 -0.02 0.04 0.02
C -0.173907 -2.058013 -5.309630 0.00 0.08 0.03
C 1.225735 0.732461 0.979823 -0.03 -0.06 -0.01
C 1.876725 -3.837001 -2.822045 -0.07 0.00 -0.02
C -4.036828 3.827674 3.692816 0.00 -0.01 0.01
C 0.702656 1.009633 7.313415 -0.01 -0.01 0.00
C 0.767289 -0.045492 6.409769 0.00 0.00 0.00
C -2.168696 -2.081757 -3.931799 0.01 -0.06 0.06
C 0.667994 1.502404 4.562901 -0.03 0.00 0.01
C -2.537418 -3.268740 -4.566605 0.15 0.16 -0.01
C -2.261506 2.768234 0.500116 0.05 -0.01 -0.03
C -5.195456 -1.245998 -1.853000 0.00 -0.06 -0.24
C 4.969889 0.407378 0.136869 -0.04 0.03 -0.01
C -4.855592 3.293896 1.373186 0.01 -0.01 0.00
C -3.788390 3.433696 2.261935 -0.02 -0.02 0.01
C 2.277426 -5.120739 -3.140988 0.01 -0.01 0.00
C -4.633860 2.900834 0.066176 0.01 0.01 -0.01
C -2.503411 3.164850 1.809932 0.01 -0.01 0.06
C -4.605603 -0.823345 -0.675421 0.03 0.10 0.17
C 4.916415 -1.951480 0.646952 -0.07 0.00 -0.04
C 0.606588 1.751151 3.076051 0.11 0.01 0.08
C -2.984077 -1.539629 -2.806054 -0.10 0.02 -0.14
C 6.047718 -1.817691 1.440561 0.04 0.01 0.04
C -0.007224 -4.699224 -1.647695 0.04 0.01 0.02
C -1.749270 -3.844214 -5.554843 -0.16 -0.06 0.08
C 4.379607 -0.849762 -0.002473 0.02 0.00 0.00
C -2.357714 -1.041645 -1.643839 -0.09 -0.06 0.14
C 0.612104 2.551521 5.471937 0.00 0.00 0.01
C 4.333019 1.625173 -0.497819 -0.10 -0.05 -0.03
C -3.222830 -0.717163 -0.587369 0.05 0.03 -0.01
C -3.155143 3.846407 -2.741395 -0.03 -0.06 -0.04
C 0.750856 0.198327 5.045927 -0.01 0.00 0.01
C 6.646246 -0.573758 1.578858 0.02 -0.01 0.00
C -0.964150 -1.485556 -4.324826 -0.07 -0.04 0.00
C -0.563507 -3.237642 -5.923208 0.14 -0.01 -0.10
C 2.934212 1.432104 2.522697 -0.05 -0.10 -0.14
C 6.106098 0.528873 0.929522 0.01 0.01 -0.02
C 0.624690 2.310126 6.841016 0.01 0.01 0.00
C 0.728353 -3.564312 -2.051667 -0.14 0.05 -0.05
C -3.333907 2.663694 -0.363293 -0.19 0.01 0.01
C 3.221000 2.530426 1.500184 0.07 0.11 -0.03
C 1.962526 1.203178 -0.047823 0.03 0.05 -0.14
C -4.379925 -1.605630 -2.916624 0.15 0.01 0.16
H 0.568212 3.570846 5.102458 -0.01 0.00 0.00
H -4.827190 -1.947136 -3.841081 -0.03 -0.03 -0.09
H -4.550091 4.789262 3.755697 0.00 0.00 0.00
H -4.140163 4.266241 -2.537340 0.00 -0.02 -0.01
H 4.225690 2.936601 1.639933 0.00 0.02 -0.03
H -2.373163 4.446548 -2.280243 0.03 0.00 0.01
H 6.570194 1.503576 1.044867 0.00 0.00 0.00
H 4.440229 -2.918102 0.534097 0.01 0.01 0.00
H -5.465390 2.760130 -0.616618 0.00 0.01 0.01
H -0.391569 1.493173 2.718722 0.06 -0.12 -0.07
H 4.099834 1.429409 -1.545352 0.05 -0.03 0.03
H 0.360001 0.037120 -4.033906 -0.03 0.02 -0.02
H 0.809945 -0.612311 4.330384 -0.01 -0.01 -0.01
H 3.634891 0.603606 2.398528 -0.03 0.02 -0.03
H 1.841751 -7.212493 -2.946904 0.00 0.00 0.00
H 0.743621 2.833135 2.887761 -0.02 -0.06 -0.02
H 0.769611 -1.590880 -5.569342 -0.03 -0.01 0.00
H -4.662665 3.087743 4.195904 0.00 0.01 0.00
H 2.505394 3.348518 1.656690 0.06 -0.02 0.00
H 7.531374 -0.460250 2.193519 0.00 0.00 0.00
H 3.167779 -5.261029 -3.739039 0.00 0.01 0.00
H 5.030926 2.465191 -0.456200 0.02 0.01 -0.01
H 3.492036 -0.957687 -0.614679 -0.03 0.00 -0.04
H -5.220579 -0.552612 0.177625 0.01 -0.01 -0.01
H -0.220591 -6.816585 -1.612811 -0.01 0.00 0.00
H -1.266434 2.506891 0.156140 0.00 0.02 0.00
H -2.798234 -0.355591 0.343534 -0.02 0.00 -0.01
H 0.074647 -3.687255 -6.674210 -0.01 0.01 0.01
H -5.867511 3.475559 1.718107 0.00 0.00 0.00
H 3.036948 1.810304 3.540866 0.04 0.01 0.04
H 0.583817 3.139674 7.536640 0.00 0.00 0.00
H -1.189445 0.428022 -3.568663 0.04 0.05 0.00
H -1.674695 3.238668 2.504089 -0.02 0.04 -0.03
H 0.717853 0.816878 8.379035 0.00 0.00 0.00
H 6.459073 -2.679934 1.951248 0.01 0.00 0.00
H 0.830934 -1.064241 6.772306 0.00 0.00 0.00
H -6.273981 -1.301805 -1.948119 0.01 -0.01 0.00
H -2.993265 3.765232 -3.816194 0.00 0.00 0.03
H -2.050983 -4.780360 -6.008347 0.00 0.01 0.00
H -3.101220 3.903003 4.245905 0.00 0.00 0.00
H -3.435167 -3.771651 -4.237448 -0.08 -0.03 0.03
```
Forces are in eV/Å.



# C44H41MnN4O2S2

A molecular structure, C44H41MnN4O2S2 at a distorted geometry (the ωB97M-V functional and the def2-TZVPD basis, OMol25).

Its total energy is -109327.272 eV. The net charge is +2. As for the spin multiplicity: 5. Its LUMO energy (spin up / spin down) is -6.2770 / -6.3306 eV. Its gap between HOMO and LUMO (spin up / spin down) is 5.91 / 5.99 eV. For the relative energy (zero: lowest compared OMol25 entry of this formula, charge and spin), the calculation gives 24.5 kcal/mol.

```
94
Properties=species:S:1:pos:R:3:forces:R:3
Mn -0.720699 -0.328860 -1.598765 0.40 -0.61 1.05
S -0.446899 0.154640 0.980835 -0.04 0.07 0.05
S 1.814401 -0.568860 -1.166365 -0.13 -0.07 -0.46
O -3.035699 6.069840 -0.953065 -0.24 0.02 0.23
O -7.195999 1.936540 -1.450565 0.08 0.27 0.01
N -0.931499 1.674040 -1.935665 -0.38 0.73 -0.17
N 3.444701 -0.232660 0.870735 -1.30 -0.17 -0.03
N -2.782499 -0.229460 -1.935365 -0.06 0.53 0.10
N 1.393001 -0.562260 2.730935 0.12 0.06 -1.20
C -2.232399 -5.876760 1.632135 0.05 -0.29 0.03
C 0.455301 1.999940 4.121635 0.03 0.00 -0.04
C 1.415001 1.774340 6.705735 0.06 0.03 0.07
C -2.512499 3.435740 -1.643465 0.12 -0.27 0.00
C 4.767801 3.536540 -0.736865 -0.06 -0.04 -0.01
C 3.686701 0.031840 2.274435 -0.10 0.00 0.92
C 0.024301 2.591540 -2.081865 0.33 0.22 -0.06
C -5.521999 0.279840 -1.734065 0.27 0.01 -0.08
C -2.204999 -4.588760 1.143635 0.25 0.19 -0.44
C 4.301401 2.238840 -0.636265 -0.04 -0.01 0.03
C -1.371599 -6.836360 1.115535 0.01 0.14 0.04
C 1.107901 -0.298560 1.461735 -1.46 0.21 1.21
C 0.705001 3.135040 4.869435 0.00 0.06 -0.11
C -0.890499 -4.119760 -3.232565 0.03 0.27 0.10
C -3.685599 -1.202760 -2.090465 -0.09 -0.43 -0.08
C -0.893199 -2.274560 -1.506365 -0.58 -1.59 0.92
C 6.065401 3.835840 -0.354065 0.06 0.04 0.01
C -5.046899 -1.000060 -2.011765 0.07 0.39 0.06
C 1.196101 3.026140 6.159135 -0.06 -0.04 0.07
C 2.185001 -0.353560 0.463535 1.31 -0.10 -1.12
C -6.987599 0.564940 -1.638765 -0.37 -0.35 -0.01
C 0.122501 -3.713960 -5.374365 0.10 0.15 0.06
C 0.366501 -2.394760 -5.015665 0.05 -0.01 -0.26
C -3.234099 1.030840 -1.733065 -0.55 -0.25 0.02
C 0.696701 0.740840 4.658035 -0.07 -0.11 0.03
C 2.765301 -0.848260 3.106235 0.76 -0.02 -0.04
C -0.552599 -2.826560 -2.808865 0.32 0.50 -0.58
C -2.205099 2.086740 -1.743865 0.22 0.65 -0.06
C 1.173301 0.633840 5.957235 -0.05 -0.05 -0.11
C -0.216599 3.952440 -2.038865 -0.30 -0.13 0.03
C -1.513599 4.392240 -1.792465 0.05 -0.25 0.02
C -0.517899 -4.563060 -4.487065 -0.11 0.05 0.01
C 0.039601 -1.954460 -3.751465 -0.02 0.04 0.54
C 6.893001 2.835640 0.126135 0.03 0.05 -0.01
C -4.591599 1.303840 -1.602765 0.25 -0.08 -0.03
C 5.122601 1.231640 -0.144165 0.02 -0.08 0.10
C -1.376599 -2.877260 -0.385365 0.19 1.61 -0.54
C 4.589901 -0.179760 -0.019065 0.55 0.11 -0.62
C 0.427101 -0.485260 3.813235 -0.52 0.16 0.57
C 6.423101 1.537040 0.232235 -0.12 -0.09 -0.02
C -0.398299 -5.189660 -0.340165 -0.15 0.32 0.20
C -1.314599 -4.229360 0.115635 -0.04 -0.89 0.23
C -0.438999 -6.478860 0.149335 -0.01 -0.09 0.06
C -1.887799 5.849840 -1.723265 0.18 0.18 -0.24
H 5.364701 -0.832260 0.391235 -0.12 -0.02 -0.02
H -5.726499 -1.821360 -2.173365 -0.02 -0.14 -0.01
H 0.432201 -4.076760 -6.340965 -0.03 0.00 -0.14
H 0.273701 -0.893660 -3.490665 0.00 -0.71 -0.31
H -7.458499 0.206640 -2.565565 0.03 0.00 0.10
H -4.965799 2.298340 -1.420665 0.10 0.07 -0.02
H 6.430901 4.846540 -0.436765 0.06 0.12 0.00
H 1.766601 1.683240 7.719835 0.08 -0.02 0.14
H -0.742399 -5.574960 -4.782065 -0.04 -0.15 -0.03
H 4.287101 -0.565060 -0.994265 0.07 -0.03 0.19
H -2.919799 -6.140160 2.420535 -0.11 -0.04 0.05
H 0.521401 -1.392360 4.417835 0.00 0.04 -0.12
H -1.034099 6.450140 -1.384665 -0.08 -0.08 -0.08
H 3.295801 1.997040 -0.949365 -0.14 0.00 -0.03
H 0.502201 4.106440 4.449335 0.00 0.16 -0.06
H 0.354101 -4.905860 -1.060565 0.04 -0.03 -0.09
H 1.030001 2.218240 -2.246165 -0.07 -0.03 0.04
H 3.494501 1.090340 2.487035 0.08 -0.08 0.01
H -2.887499 -3.848960 1.536535 -0.07 0.10 0.04
H 1.339301 -0.339860 6.394835 0.02 -0.14 0.06
H 2.886801 -0.631960 4.169535 -0.01 0.05 -0.16
H 7.905701 3.061240 0.422035 0.09 0.04 0.01
H 4.120801 4.311940 -1.119165 -0.02 0.08 -0.04
H 2.989701 -1.910760 2.941235 -0.08 0.13 0.03
H -1.910199 -2.208960 0.301135 0.26 -0.07 -0.03
H -3.519299 3.776740 -1.463965 -0.07 -0.03 0.00
H -8.135899 2.137540 -1.509065 0.05 -0.03 0.02
H -1.429999 -4.772860 -2.565065 0.01 -0.07 0.02
H 0.262601 -7.211360 -0.217865 0.07 -0.09 -0.04
H 7.077901 0.758740 0.594335 0.08 -0.11 0.09
H 0.589001 4.652540 -2.193065 0.13 0.04 0.01
H 0.059901 2.085640 3.119935 -0.06 0.04 -0.12
H -3.296999 -2.188560 -2.302665 0.05 0.01 0.05
H -1.411799 -7.850960 1.481135 0.02 -0.07 0.05
H -7.413999 -0.017060 -0.806365 0.12 -0.01 -0.14
H 0.817001 -1.719760 -5.724565 0.10 0.09 -0.09
H 4.729201 -0.176760 2.507035 -0.02 -0.03 -0.07
H -2.144599 6.171340 -2.741465 0.16 0.03 0.14
H -0.577799 -0.430560 3.386935 0.26 -0.19 0.07
H -2.813299 6.078740 -0.014765 0.01 0.06 -0.08
H 1.384101 3.913240 6.741835 0.03 0.10 0.08
```
Forces are in eV/Å.